# 1
Below is a structure of composition C16H28F9KN4OS2, with properties calculated with ωB97M-V/def2-TZVPD.

The HOMO energy is -0.3160 Eh. The max |F| is 1.0 eV/Å. The value obtained for the energy above the lowest of the compared OMol25 structures with the same formula, charge and spin is 4.4 kcal/mol. As for the total charge: 0. For the orbital gap, the calculation gives 8.60 eV. The LUMO energy comes out at 0.000 eV. For the electronic energy, the calculation gives -3215.9204 hartree.

Each line ends with the natural charge from an NBO analysis.
Atoms and positions in Å:
K -0.2643 -0.0797 -0.4538  0.8800
C 2.1716 -2.6741 -0.9256  -0.2093
C 2.2656 -3.1544 0.5230  -0.2361
N 1.5208 -2.3294 1.4655  -0.6421
C 0.6183 -3.0305 2.3619  -0.2199
C -0.5237 -3.7844 1.6873  -0.5454
S -1.6716 -2.7843 0.7102  0.1676
C -1.4683 -3.4198 -0.9784  -0.5290
C -0.0453 -3.6141 -1.5030  -0.2293
N 0.8119 -2.4629 -1.3586  -0.6845
H 2.7260 -3.4021 -1.5437  0.1674
H 2.6976 -1.7206 -1.0229  0.1959
H 3.3291 -3.2042 0.7871  0.1910
H 1.9099 -4.1866 0.5860  0.1795
H 2.1496 -1.7613 2.0138  0.3651
H 0.1999 -2.2954 3.0518  0.2106
H 1.1439 -3.7854 2.9753  0.1641
H -1.0987 -4.2717 2.4763  0.2290
H -0.1475 -4.5835 1.0507  0.2150
H -1.9938 -2.6917 -1.5996  0.2360
H -2.0037 -4.3666 -1.0776  0.2152
H -0.1442 -3.9334 -2.5499  0.2006
H 0.4102 -4.4604 -0.9830  0.1814
H 0.7369 -1.8196 -2.1394  0.4113
C -0.8199 3.2773 -0.3673  -0.2274
C -2.2847 2.8924 -0.1478  -0.2337
N -2.5284 1.4617 -0.0581  -0.6689
C -3.3253 0.9865 1.0538  -0.2204
C -2.7013 1.1982 2.4351  -0.5449
S -1.0510 0.4942 2.7061  0.1829
C -0.0258 1.9610 3.0048  -0.5261
C -0.1082 3.0995 1.9917  -0.2376
N 0.1044 2.7032 0.6091  -0.6558
H -0.7847 4.3793 -0.3761  0.1696
H -0.5068 2.9407 -1.3579  0.2208
H -2.8528 3.3444 -0.9683  0.2069
H -2.6596 3.3729 0.7600  0.1782
H -2.8743 1.0988 -0.9367  0.3881
H -3.5037 -0.0802 0.9009  0.2119
H -4.3170 1.4703 1.1056  0.1704
H -3.3759 0.7595 3.1714  0.2314
H -2.6469 2.2604 2.6730  0.2114
H 0.9901 1.5638 3.0509  0.2214
H -0.2527 2.3706 3.9927  0.2139
H 0.6152 3.8614 2.3129  0.1920
H -1.0839 3.5785 2.0841  0.1883
H 1.0545 2.9043 0.3300  0.3702
F -2.9504 -0.2189 -3.3067  -0.3317
C -2.0394 -0.5628 -4.2376  0.9493
F -2.6269 -0.4094 -5.4329  -0.3186
F -1.8215 -1.8794 -4.0722  -0.3285
C -0.7145 0.2458 -4.0293  0.0401
O -0.2943 0.1076 -2.7821  -0.9283
C 0.3657 -0.2840 -5.0233  0.9495
F 0.7107 -1.5446 -4.7119  -0.3262
F 1.4848 0.4463 -4.9459  -0.3180
F -0.0157 -0.2889 -6.3128  -0.3241
C -0.9936 1.7506 -4.3389  0.9572
F -1.9713 2.2230 -3.5390  -0.3362
F 0.0870 2.4992 -4.0882  -0.3190
F -1.3669 2.0067 -5.6038  -0.3224

Forces on atoms 1 to 6 (eV/Å):
0.26 0.01 0.95
0.08 -0.12 -0.06
0.14 -0.12 0.05
-0.12 0.22 -0.15
0.07 -0.16 0.13
0.00 -0.07 0.05

# 2
Below is a structure of composition C30H34HfI2N9O5S, with properties calculated with ωB97M-V/def2-TZVPD.

The HOMO energy is -0.3755 Eh. The max |F| is 0.4 eV/Å. The value obtained for the energy above the lowest of the compared OMol25 structures with the same formula, charge and spin is 0.5 kcal/mol. As for the total charge: +1. For the orbital gap, the calculation gives 7.43 eV. The LUMO energy comes out at -2.786 eV. For the electronic energy, the calculation gives -3074.2254 hartree.

Each line ends with the Mulliken charge.
Atoms and positions in Å:
Hf 0.0602 -0.0755 -0.0463  0.7649
O -4.0333 1.3925 1.0968  -0.7113
C -4.7417 0.7175 0.1724  0.5215
C -6.0932 1.0599 0.0709  -0.5607
C -6.9055 0.4430 -0.8528  -0.3673
C -6.3955 -0.5365 -1.7069  -0.7527
C -5.0664 -0.8758 -1.6177  -0.6224
C -4.2141 -0.2622 -0.6851  0.3414
C -2.7931 -0.6241 -0.6870  0.7525
O -2.0062 -0.1391 0.2614  -0.4917
N -2.3157 -1.3765 -1.6327  -1.0819
N -0.9484 -1.5308 -1.4548  0.9656
C -0.4019 -2.4917 -2.1184  -0.7372
C 0.9670 -2.9161 -1.9654  0.8191
C 1.4890 -3.8488 -2.8754  -0.6872
C 2.7652 -4.3438 -2.7347  -0.7806
C 3.5400 -3.9259 -1.6500  -0.5989
C 3.0422 -3.0347 -0.7215  -0.4688
C 1.7504 -2.5155 -0.8610  0.3810
O 1.2603 -1.6984 0.0595  -0.3688
H -3.1231 1.0579 1.1269  0.2415
H -6.4726 1.8179 0.7429  0.4802
H -7.9503 0.7200 -0.9105  0.4024
H -7.0376 -1.0262 -2.4257  0.4298
H -4.6461 -1.6310 -2.2670  0.4517
H -1.0374 -3.0431 -2.8099  0.4299
H 0.8631 -4.1796 -3.6968  0.4232
H 3.1570 -5.0608 -3.4425  0.4222
H 4.5388 -4.3235 -1.5212  0.4425
H 3.6213 -2.7398 0.1444  0.4127
N 3.7915 6.5164 2.9421  -0.4688
C 2.8903 5.5580 2.6014  1.1612
C 3.2894 4.2174 2.4648  -1.0961
C 2.3711 3.2443 2.1399  -0.0256
C 1.0359 3.5930 1.9522  -0.3284
C 0.6194 4.9167 2.0870  -0.5315
C 1.5386 5.8885 2.4047  -0.9035
S -0.1399 2.4092 1.5055  1.4498
O 0.4835 1.0618 1.8218  -0.5996
O -1.3896 2.6899 2.1333  -0.7006
N -0.1917 2.1816 -0.0630  0.2322
C -1.1785 2.5752 -0.9393  0.3529
N -1.3779 1.6112 -1.8527  0.0937
C -2.3651 1.8181 -2.7194  -0.0972
C -3.1257 2.9748 -2.6871  -0.7048
C -2.7966 3.9114 -1.7202  -0.5123
N -1.8126 3.7281 -0.8387  -0.5908
H 4.7667 6.2999 3.0266  0.1915
H 3.5228 7.4817 2.9822  0.1917
H 4.3237 3.9484 2.6399  0.3222
H 2.6780 2.2078 2.0679  0.3189
H -0.4233 5.1701 1.9452  0.4828
H 1.2194 6.9167 2.5182  0.3090
H -2.5522 1.0269 -3.4370  0.4403
H -3.9383 3.1367 -3.3786  0.4533
H -3.3385 4.8465 -1.6413  0.4311
I 2.9529 -1.0006 3.2703  0.0668
C 0.9806 -0.8717 4.0573  -0.7473
I -0.5283 -1.8573 2.9249  0.2029
H 0.7158 0.1753 4.0943  0.1602
H 0.9933 -1.3274 5.0387  0.5663
C 0.9239 0.0726 -3.9780  -1.2908
N 2.2482 -0.1765 -3.4356  0.4864
C 3.0907 -1.0538 -4.2351  -1.3516
C 2.6439 0.3290 -2.2542  0.5033
N 1.7756 0.6421 -1.3063  -0.1432
N 3.9765 0.4988 -2.0499  0.1588
C 4.4836 0.6091 -0.6921  -1.2192
C 4.8567 1.0196 -3.0890  -1.2843
H 1.0264 0.4463 -4.9990  0.4691
H 0.4035 0.8065 -3.3709  0.3244
H 0.3356 -0.8465 -4.0092  0.3308
H 2.4868 -1.8983 -4.5653  0.4912
H 3.9100 -1.4379 -3.6330  0.3847
H 3.4865 -0.5463 -5.1175  0.3333
H 2.1650 1.3816 -0.7249  -0.0189
H 3.9062 -0.0306 -0.0263  0.2447
H 4.4536 1.6403 -0.3204  0.4487
H 5.5216 0.2779 -0.6822  0.3893
H 4.2927 1.2313 -3.9917  0.4089
H 5.6585 0.3177 -3.3230  0.3521
H 5.3033 1.9542 -2.7433  0.4092

Forces on atoms 1 to 6 (eV/Å):
-0.11 0.02 -0.36
0.00 0.01 -0.01
-0.01 0.00 -0.01
0.02 -0.01 0.01
-0.01 0.00 0.00
0.00 -0.01 -0.01

# 3
Below is the molecule C22H30N2O2S in a non-equilibrium geometry, with properties calculated with ωB97M-V/def2-TZVPD.

The HOMO energy is -0.3084 Eh. The max |F| is 1.0 eV/Å. The value obtained for the energy above the lowest of the compared OMol25 structures with the same formula, charge and spin is 28.1 kcal/mol. Its SMILES is CCOC(=O)C1(CCCc2ccccc2)CCN(Cc2cnc(C)s2)CC1. As for the total charge: 0. For the orbital gap, the calculation gives 9.11 eV. The LUMO energy comes out at 0.723 eV. For the electronic energy, the calculation gives -1514.5257 hartree.

Each line ends with the natural charge from an NBO analysis.
Atoms and positions in Å:
C -0.5233 -5.1122 0.0402  -0.6348
C 0.8502 -4.4687 0.1624  -0.0756
O 0.7483 -3.0703 0.4346  -0.5242
C 0.5465 -2.2627 -0.6103  0.8251
O 0.4823 -2.6550 -1.7475  -0.6180
C 0.4714 -0.7899 -0.2224  -0.1513
C 1.8424 -0.1774 -0.5826  -0.3774
C 3.0202 -0.7365 0.2115  -0.3912
C 4.3526 -0.1668 -0.2945  -0.4141
C 4.4116 1.3251 -0.1265  -0.0360
C 4.6152 1.8809 1.1310  -0.1649
C 4.6403 3.2530 1.3022  -0.2229
C 4.4619 4.0920 0.2151  -0.2231
C 4.2604 3.5495 -1.0421  -0.2051
C 4.2349 2.1759 -1.2097  -0.2119
C 0.1225 -0.5829 1.2547  -0.4315
C -1.3195 -1.0205 1.5475  -0.2034
N -2.3142 -0.3801 0.7143  -0.4490
C -2.5866 1.0052 1.0593  -0.2456
C -3.8487 1.4597 0.4121  -0.2251
C -4.0494 2.4944 -0.4467  -0.0625
N -5.3200 2.6606 -0.8860  -0.4468
C -6.1217 1.7845 -0.4029  0.0909
C -7.5701 1.7022 -0.7005  -0.6589
S -5.3491 0.6336 0.6814  0.3757
C -2.0104 -0.5894 -0.6881  -0.2297
C -0.6069 -0.1252 -1.0942  -0.4082
H -1.1047 -4.9363 0.9424  0.2096
H -1.0538 -4.6930 -0.8113  0.2240
H -0.4128 -6.1826 -0.1077  0.2180
H 1.4162 -4.6090 -0.7645  0.1994
H 1.4062 -4.8819 1.0067  0.1896
H 1.7914 0.9031 -0.4269  0.2157
H 2.0151 -0.3530 -1.6474  0.2130
H 2.9074 -0.4859 1.2673  0.2010
H 3.0462 -1.8242 0.1233  0.2054
H 4.4769 -0.4264 -1.3475  0.2076
H 5.1669 -0.6293 0.2686  0.2149
H 4.7602 1.2305 1.9824  0.1983
H 4.8018 3.6701 2.2859  0.2110
H 4.4828 5.1637 0.3472  0.2126
H 4.1230 4.1977 -1.8955  0.2124
H 4.0777 1.7586 -2.1943  0.2094
H 0.7965 -1.1551 1.8902  0.2287
H 0.2409 0.4768 1.4940  0.2055
H -1.5621 -0.8230 2.5948  0.1987
H -1.4069 -2.0977 1.3798  0.1968
H -1.7837 1.7050 0.7730  0.1810
H -2.7025 1.0521 2.1476  0.2118
H -3.2904 3.1747 -0.7896  0.2085
H -8.1521 1.7877 0.2159  0.2271
H -7.8407 2.5079 -1.3773  0.2415
H -7.8088 0.7457 -1.1635  0.2279
H -2.7603 -0.0690 -1.2885  0.2158
H -2.1053 -1.6620 -0.8840  0.1970
H -0.4351 -0.3836 -2.1395  0.2364
H -0.5308 0.9594 -0.9939  0.2009

Forces on atoms 1 to 6 (eV/Å):
0.26 0.32 0.03
-0.01 -0.51 -0.28
-0.01 0.06 0.33
-0.04 0.23 -0.11
0.00 -0.12 -0.09
0.08 0.32 -0.13

# 4
Below is the molecule C5H11N2P in a non-equilibrium geometry, with properties calculated with ωB97M-V/def2-TZVPD.

The HOMO energy is -0.2918 Eh. The max |F| is 4.3 eV/Å. The value obtained for the energy above the lowest of the compared OMol25 structures with the same formula, charge and spin is 56.4 kcal/mol. Its SMILES is C/C=C(\C)N=[PH]=NC. As for the total charge: 0. For the orbital gap, the calculation gives 8.30 eV. The LUMO energy comes out at 0.361 eV. For the electronic energy, the calculation gives -647.8692 hartree.

Each line ends with the natural charge from an NBO analysis.
Atoms and positions in Å:
C -2.4311 1.4341 -0.1220  -0.6225
C -1.2055 0.6545 0.0608  -0.2464
C -1.0291 -0.6285 0.0986  0.1592
C -2.1198 -1.6026 0.1056  -0.6444
N 0.1743 -1.3826 0.0367  -0.9617
P 1.6693 -0.8729 -0.0110  1.6661
N 2.2469 0.5484 0.0056  -0.9468
C 3.6835 0.7223 -0.0029  -0.4138
H -2.5136 1.8586 -1.2105  0.2144
H -2.2601 2.3646 0.5967  0.2120
H -3.3228 0.8825 0.0152  0.2076
H -0.4415 1.3484 0.3084  0.2059
H -3.1409 -1.2709 0.1757  0.2095
H -1.9689 -2.2991 0.9376  0.2212
H -1.8968 -2.1537 -0.8157  0.2218
H 2.3749 -2.0447 0.1174  -0.0461
H 4.0130 1.2023 0.8431  0.1988
H 4.2761 -0.1822 -0.2450  0.1697
H 3.8922 1.4214 -0.8945  0.1956

Forces on atoms 1 to 6 (eV/Å):
0.39 3.02 -0.61
0.47 2.17 0.29
0.65 -1.95 -0.02
-0.17 -1.52 -0.45
2.01 1.31 0.47
-3.57 -0.06 0.40